Computed, not measured: a cluster of 6 separate species, C32H41F14N2O17 in total, with ωB97M-V with the def2-TZVPD basis set.

Positions of all 106 atoms, in Å:
C 0.932 -5.674 2.699
C -0.049 -4.495 2.667
N 0.572 -3.211 2.293
C 0.835 -3.130 0.858
C 2.090 -2.312 0.471
N 2.975 -1.956 1.621
C 3.784 -0.735 1.284
C 4.782 -1.003 0.176
C 5.733 -2.142 0.560
C 5.079 -3.382 1.197
C 4.827 -4.471 0.123
C 6.026 -5.404 -0.089
O 5.698 -6.686 0.430
C 3.808 -3.146 2.048
C 4.000 -3.237 3.580
F 4.534 -4.463 3.783
F 2.791 -3.210 4.193
C 4.906 -2.198 4.329
F 5.586 -2.848 5.290
F 5.806 -1.650 3.479
C 4.104 -1.057 5.030
F 3.112 -0.625 4.197
F 3.556 -1.526 6.147
C 4.975 0.185 5.382
F 4.302 0.946 6.223
F 5.227 0.886 4.277
F 6.114 -0.184 5.934
C -0.023 -2.095 2.926
C -0.085 -0.794 2.167
O -0.432 -2.183 4.065
H 1.029 -6.143 1.720
H 0.567 -6.420 3.404
H 1.905 -5.354 3.069
H -0.504 -4.384 3.646
H -0.856 -4.724 1.963
H 0.977 -4.151 0.504
H -0.016 -2.743 0.291
H 2.698 -2.893 -0.221
H 1.807 -1.405 -0.061
H 2.396 -1.712 2.430
H 3.068 0.023 0.958
H 4.260 -0.334 2.172
H 5.379 -0.093 0.107
H 4.279 -1.172 -0.776
H 6.249 -2.483 -0.340
H 6.513 -1.725 1.196
H 5.824 -3.797 1.879
H 3.949 -5.076 0.350
H 4.634 -3.969 -0.832
H 6.237 -5.492 -1.158
H 6.921 -4.995 0.390
H 6.461 -7.076 0.863
H 3.152 -3.994 1.850
H 0.919 -0.446 1.908
H -0.621 -0.914 1.225
H -0.579 -0.044 2.773
C -3.348 2.775 0.060
C -2.264 2.344 1.022
O -2.053 0.988 0.638
C -2.374 0.880 -0.677
O -2.060 -0.042 -1.361
O -3.056 1.955 -1.090
F -2.662 2.375 2.315
H -4.347 2.543 0.424
H -3.294 3.828 -0.204
H -1.323 2.890 0.932
C -1.206 3.067 -4.940
C -0.542 1.707 -4.865
O 0.427 1.903 -3.841
C -0.037 2.880 -3.020
O 0.404 3.109 -1.937
O -1.059 3.536 -3.589
F 0.092 1.374 -6.012
H -0.666 3.732 -5.616
H -2.255 3.027 -5.217
H -1.202 0.889 -4.573
C 3.033 4.360 -4.369
C 3.966 4.720 -5.507
O 3.141 4.535 -6.644
C 1.851 4.722 -6.263
O 0.932 4.861 -6.995
O 1.759 4.727 -4.909
F 5.029 3.886 -5.582
H 3.050 3.287 -4.174
H 3.226 4.905 -3.450
H 4.328 5.749 -5.492
C -7.946 2.764 -3.197
C -7.267 1.414 -3.134
O -6.268 1.628 -2.141
C -6.712 2.605 -1.318
O -6.243 2.858 -0.253
O -7.759 3.246 -1.860
F -6.669 1.079 -4.300
H -7.442 3.437 -3.893
H -9.002 2.704 -3.439
H -7.914 0.598 -2.815
C -11.318 4.670 0.332
C -10.227 4.219 1.282
O -10.003 2.882 0.865
C -10.339 2.792 -0.445
O -10.047 1.889 -1.157
O -11.042 3.878 -0.830
F -10.630 4.224 2.571
H -12.304 4.414 0.722
H -11.281 5.728 0.090
H -9.292 4.776 1.201

## Properties
**Lowest unoccupied orbital energy**: -0.0750 hartree
**DFT total energy**: -109676.9486 eV
**Highest occupied orbital energy**: -12.324 eV
**Total charge**: +1
**2S+1**: 1